(1)
ORCA calculation (ωB97M-V/def2-TZVPD) on a molecular structure, C41H40BrLaN7O11SSb.

Geometry as ORCA input:
```
! RIJCOSX wB97M-V def2-TZVPD def2/J DEFGRID3
* xyz 0 1
La 1.70001 0.49933 -0.01790
N 1.28386 -1.25008 -1.95469
C 0.69701 -1.02064 -3.25391
C 1.72408 -1.02531 -4.38269
N 3.03960 -0.76829 -3.90473
H 2.22143 -1.63811 -2.12319
H 0.74014 -1.88795 -1.39181
H 0.13485 -0.05945 -3.28269
H -0.08822 -1.74945 -3.44262
H 1.37237 -0.25155 -5.13367
H 1.61312 -1.96445 -4.99008
H 3.27623 0.26214 -3.96989
H 3.73761 -1.23512 -4.46305
O 2.47698 2.29719 -3.92584
C 2.10473 2.40357 -2.75468
O 2.59112 1.73772 -1.72439
C 0.96880 3.34530 -2.41375
C 0.95720 4.52881 -3.21961
C 0.05777 5.47907 -2.91700
C -0.96138 5.32658 -1.98308
C -1.04458 4.10993 -1.34782
C -0.03230 3.06319 -1.50955
O -0.14273 1.84110 -1.01954
N -2.17034 4.04662 -0.40460
O -3.32765 4.14913 -0.83144
O -1.84296 3.98869 0.79759
N 0.13199 6.74499 -3.67434
O -0.82946 7.54287 -3.57776
O 1.15896 6.96303 -4.33437
H 1.74843 4.70571 -3.93115
H -1.63866 6.14862 -1.81710
N 2.79061 5.69209 4.16838
C 2.44000 4.71939 3.26849
C 1.32177 3.88408 3.57214
C 0.91993 2.91645 2.65841
N 1.68113 2.67201 1.56405
C 2.71036 3.50400 1.19444
C 3.06192 4.56894 1.99376
H 2.46335 5.52231 5.13954
H 3.68500 6.16287 4.04401
H 0.83902 3.88615 4.58228
H -0.00678 2.35563 2.75196
H 3.19228 3.33709 0.24544
H 3.88428 5.20343 1.61431
N 5.07418 -0.59011 -1.07003
C 5.74602 0.39860 -0.16255
C 4.99805 0.60698 1.16007
O 5.64630 1.00423 2.14099
O 3.71281 0.42253 1.13304
H 5.76897 -0.97913 -1.70216
H 4.30720 -0.19507 -1.65051
H 4.68747 -1.52437 -0.50935
H 5.75989 1.37566 -0.67163
H 6.72720 0.00130 0.05888
Br 0.60628 -4.60178 4.82489
C 1.65117 -4.95798 3.33162
C 2.47666 -6.09005 3.16508
C 3.60925 -6.04618 2.33768
C 3.78253 -4.95237 1.52745
C 2.95229 -3.82165 1.65228
C 1.85335 -3.80842 2.56708
C 3.17210 -2.70806 0.76968
O 4.34249 -2.63554 0.23854
O 2.22830 -1.88751 0.57342
H 2.21230 -7.03285 3.68800
H 4.30979 -6.88492 2.27579
H 4.55007 -5.00865 0.75250
H 1.29074 -2.89990 2.65921
S -1.18235 -0.37130 1.51644
Sb -3.09040 -1.19008 0.65360
C -4.34377 -1.41255 2.35967
C -5.06248 -0.31701 2.85622
C -5.77576 -0.42750 4.00863
C -5.86633 -1.63532 4.72172
C -5.17751 -2.74014 4.20067
C -4.40887 -2.58880 3.04819
C -2.46442 -3.08461 -0.20706
C -3.12431 -3.60781 -1.31000
C -2.88329 -4.91883 -1.71212
C -1.93858 -5.70615 -0.98433
C -1.23599 -5.14796 0.08310
C -1.51559 -3.83367 0.49629
C -4.35167 -0.04106 -0.70319
C -5.76191 0.02269 -0.70334
C -6.41096 0.85005 -1.59632
C -5.70552 1.70404 -2.46623
C -4.32317 1.69049 -2.44346
C -3.63969 0.82485 -1.55509
H -5.15861 0.53756 2.18163
H -6.29891 0.40812 4.41647
H -6.43551 -1.61706 5.65198
H -5.11544 -3.68426 4.76402
H -3.79476 -3.44060 2.70619
H -3.87691 -2.98612 -1.79856
H -3.46062 -5.30038 -2.55844
H -1.72125 -6.75327 -1.35234
H -0.55116 -5.76152 0.66108
H -1.00612 -3.34467 1.31297
H -6.39221 -0.56630 -0.08405
H -7.46795 0.85771 -1.60545
H -6.24234 2.46197 -3.02861
H -3.75426 2.36983 -3.04014
H -2.56770 0.80723 -1.47806
*
```

Output
Energy   -6041.3557 a.u.
ΔE to the lowest compared entry with this formula, charge and spin   147.6 kJ/mol
Maximum force   3.38 eV/A
Highest occupied orbital energy   -8.166 eV
HOMO-LUMO gap   8.27 eV

=====

(2)
ORCA calculation (ωB97M-V/def2-TZVPD) on a single H3NO4S molecule.

Geometry as ORCA input:
```
! RIJCOSX wB97M-V def2-TZVPD def2/J DEFGRID3
* xyz 0 1
N -1.33574 -0.28492 0.20659
O 0.98708 -1.37107 0.86188
O -2.05038 0.39260 -0.74336
O 2.37572 0.59204 -0.31034
O 0.97803 0.84432 -0.27666
S 0.40425 -0.76874 -0.30593
H -1.10842 0.25624 0.97176
H -2.94186 -0.02752 -1.05730
H 2.69133 0.36703 0.65337
*
```

Output
Energy   -755.4874 a.u.
ΔE to the lowest compared entry with this formula, charge and spin   256.3 kJ/mol
Maximum force   4.51 eV/A
Highest occupied orbital energy   -10.117 eV
HOMO-LUMO gap   10.60 eV

=====

(3)
ORCA calculation (ωB97M-V/def2-TZVPD) on 6 unconnected molecules or ions with the total composition C26H62N2O10.

Geometry as ORCA input:
```
! RIJCOSX wB97M-V def2-TZVPD def2/J DEFGRID3
* xyz 0 1
C 8.66898 5.99134 0.32306
C 7.31746 6.59353 0.65355
C 7.44078 7.91127 1.41689
C 6.41016 6.94051 -0.56583
C 6.11188 5.68584 -1.44708
C 5.28297 4.81499 -0.43600
C 5.82112 4.54081 0.99698
C 4.59439 4.38401 1.92955
C 6.64908 3.19662 1.03099
N 6.56963 5.68961 1.48519
O 7.11951 5.33797 2.74166
H 8.67043 4.96502 -0.04402
H 9.09528 6.48970 -0.54756
H 9.36625 5.97623 1.16074
H 8.15051 8.54627 0.88664
H 6.49518 8.45339 1.42360
H 7.79644 7.79935 2.44114
H 5.45142 7.19863 -0.11603
H 6.67582 7.79256 -1.19156
H 5.48601 6.06904 -2.25302
H 6.95671 5.09196 -1.79589
H 5.21691 3.83388 -0.90628
H 4.22449 5.07523 -0.43405
H 3.78467 3.72715 1.61177
H 4.08792 5.33702 2.08232
H 5.00711 4.05421 2.88297
H 7.16698 2.96110 1.96073
H 7.44486 3.07703 0.29579
H 5.93977 2.38777 0.85569
H 8.05772 5.17738 2.61695
C -6.81080 -2.60573 0.99150
C -6.07944 -3.83736 1.45316
C -5.15087 -3.34961 2.58424
C -7.24124 -4.75553 1.93329
C -6.94785 -6.20963 2.08500
C -6.27442 -6.72324 0.79837
C -5.00038 -5.91321 0.23238
C -3.80249 -6.20199 1.20461
C -4.61248 -6.40484 -1.16151
N -5.36308 -4.48216 0.27401
O -4.40615 -3.70844 -0.35887
H -6.11302 -1.89480 0.54903
H -7.60993 -2.83939 0.28801
H -7.32177 -2.05943 1.78431
H -4.37777 -4.08140 2.81855
H -4.55094 -2.57739 2.10271
H -5.52703 -3.07961 3.57099
H -7.47410 -4.45232 2.95404
H -8.13979 -4.62561 1.33009
H -6.31619 -6.43428 2.94444
H -7.90528 -6.71850 2.19671
H -7.06308 -6.79520 0.04940
H -5.94084 -7.71893 1.09064
H -4.05516 -6.05963 2.25531
H -2.95069 -5.57754 0.93517
H -3.34826 -7.19273 1.19017
H -4.29104 -7.43422 -1.32012
H -3.66532 -5.91359 -1.38432
H -5.25685 -6.09401 -1.98387
H -4.70018 -3.62789 -1.26917
O -0.31173 -1.69729 1.46310
C 0.59572 -1.02803 0.63149
C 0.07827 0.30275 0.04715
O -0.97506 0.02701 -0.88128
H -1.07039 -1.93844 0.92655
H 1.44280 -0.84441 1.29244
H 0.93111 -1.61980 -0.22022
H 0.90081 0.86210 -0.39856
H -0.28424 0.92925 0.86213
H -1.36709 -0.76075 -0.49740
O -1.13536 4.30780 -3.96321
C -1.39987 4.30100 -5.35919
C -2.84225 4.75044 -5.71214
O -3.70992 3.69649 -5.23680
H -1.50346 3.50251 -3.59226
H -0.74832 4.97765 -5.91213
H -1.23393 3.29753 -5.75109
H -2.93143 4.95182 -6.77965
H -3.12285 5.74162 -5.35589
H -3.25564 2.85458 -5.31698
O 0.40799 -4.33525 5.86325
C 0.53215 -3.68204 7.11887
C 2.02316 -3.48790 7.47285
O 2.58692 -2.43392 6.70249
H 0.71909 -3.74551 5.17257
H -0.06448 -2.78091 6.97705
H -0.01360 -4.32871 7.80596
H 2.52806 -4.41212 7.19179
H 2.34738 -3.27073 8.49060
H 2.20487 -1.60836 7.00924
O -0.71480 -2.23168 -5.79885
C -1.42150 -2.56274 -7.01561
C -2.25415 -1.31667 -7.47506
O -3.05050 -0.75265 -6.43963
H -1.28840 -1.72736 -5.21725
H -0.75732 -3.00786 -7.75646
H -2.11999 -3.39570 -6.93574
H -3.01450 -1.53165 -8.22589
H -1.56954 -0.55013 -7.83817
H -3.90204 -1.18312 -6.54523
*
```

Output
Energy   -1889.4686 a.u.
ΔE to the lowest compared entry with this formula, charge and spin   333.5 kJ/mol
Structure (SMILES)   CC1(C)CCCC(C)(C)N1O.CC1(C)CCCC(C)(C)N1O.OCCO.OCCO.OCCO.OCCO
Maximum force   3.17 eV/A
Highest occupied orbital energy   -7.953 eV
HOMO-LUMO gap   8.13 eV

=====

(4)
ORCA calculation (ωB97M-V/def2-TZVPD) on a single C5H12O2 molecule.

Geometry as ORCA input:
```
! RIJCOSX wB97M-V def2-TZVPD def2/J DEFGRID3
* xyz 0 1
C 1.97299 1.02861 -0.15713
C 2.31446 -0.45718 -0.08697
O 1.27984 -1.32423 -0.50969
C 0.13000 -1.30163 0.30735
C -0.99589 -0.49967 -0.33871
O -1.90299 -0.14868 0.67672
C -2.88258 0.75472 0.23882
H 1.27710 1.32045 0.63498
H 1.51340 1.26254 -1.12110
H 2.87415 1.64323 -0.05328
H 2.62542 -0.72325 0.93561
H 3.15380 -0.67822 -0.74952
H -0.18634 -2.33688 0.47109
H 0.34015 -0.85897 1.29109
H -0.57267 0.39989 -0.81128
H -1.49183 -1.08497 -1.13092
H -3.55725 0.30210 -0.50451
H -2.42667 1.65349 -0.20807
H -3.46508 1.04863 1.11554
*
```

Output
Energy   -348.1422 a.u.
ΔE to the lowest compared entry with this formula, charge and spin   164.4 kJ/mol
Structure (SMILES)   CCOCCOC
Maximum force   0.33 eV/A
Highest occupied orbital energy   -9.738 eV
HOMO-LUMO gap   10.80 eV

=====

(5)
ORCA calculation (ωB97M-V/def2-TZVPD) on a molecular structure, C32H72ClN4O4Zn.

Geometry as ORCA input:
```
! RIJCOSX wB97M-V def2-TZVPD def2/J DEFGRID3
* xyz 5 1
Zn 4.48570 1.45454 -2.55682
Cl 2.14711 0.60197 -0.37339
O 1.18663 1.53222 -0.86520
O 1.38158 -0.53202 0.05635
O 3.02139 0.28126 -1.57450
O 2.95551 1.18237 0.63340
C -1.41387 -8.58783 1.06511
C -0.13591 -7.75840 1.25053
C -0.11405 -6.33215 0.71501
N 1.07621 -5.50694 1.20629
C 0.80565 -5.11183 2.64637
C 1.16895 -4.23173 0.40717
C 2.66440 -4.01335 0.02711
C 3.38344 -5.07141 0.90848
C 2.39521 -6.19571 1.06042
H -1.43224 -8.96628 0.04213
H -2.26944 -7.97672 1.33386
H -1.24026 -9.48706 1.65158
H 0.79197 -8.30490 1.07018
H -0.02878 -7.63832 2.34119
H -1.01693 -5.84088 1.07329
H -0.00890 -6.36445 -0.37012
H -0.07332 -4.47632 2.71530
H 1.60328 -4.38756 2.82493
H 0.86312 -5.92348 3.36110
H 0.78843 -3.35503 0.92845
H 0.47811 -4.34803 -0.42630
H 2.99843 -2.98611 0.14925
H 2.97973 -4.26861 -0.98754
H 3.53951 -4.61330 1.89336
H 4.40514 -5.33539 0.64873
H 2.44129 -6.94584 1.84433
H 2.32669 -6.73065 0.10831
C 1.32658 -2.09550 -4.40344
C 0.19950 -1.11309 -4.76175
C 0.83868 0.12562 -5.39580
N -0.04627 1.26080 -5.82500
C -0.97080 0.91685 -6.97355
C 0.83253 2.39870 -6.35211
C 0.14817 3.68637 -5.87063
C -0.33869 3.24571 -4.50779
C -0.93046 1.84642 -4.72184
H 0.90953 -3.04928 -4.09753
H 2.07229 -1.61703 -3.76313
H 1.89697 -2.28679 -5.31799
H -0.29288 -0.75584 -3.85746
H -0.42322 -1.60555 -5.50695
H 1.39009 -0.13536 -6.30246
H 1.60221 0.46983 -4.68305
H -0.38258 0.43928 -7.75846
H -1.59706 1.71367 -7.35818
H -1.58299 0.07811 -6.63686
H 1.02740 2.25796 -7.41277
H 1.81136 2.32287 -5.87522
H -0.63141 4.09334 -6.50754
H 0.98602 4.37012 -5.74045
H -1.12690 3.92411 -4.18042
H 0.45484 3.21889 -3.75756
H -1.93650 1.99656 -5.10403
H -0.96221 1.23297 -3.82774
C 4.93399 5.05335 1.56895
C 3.56721 5.25863 2.27066
C 2.65846 4.09477 1.98000
N 1.54219 3.92124 3.00153
C 0.54548 2.89009 2.54700
C 0.71141 5.16656 3.30086
C 0.04822 4.91806 4.64145
C 0.83267 3.81874 5.37841
C 1.99972 3.60753 4.43175
H 5.41151 6.02391 1.46309
H 4.77120 4.75984 0.52136
H 5.49007 4.27273 2.08066
H 3.13537 6.19633 1.92431
H 3.88318 5.37163 3.30790
H 3.23055 3.17008 2.02643
H 2.11625 4.25185 1.04744
H 0.01415 3.27378 1.68005
H -0.11346 2.48154 3.30637
H 1.15687 2.04382 2.22114
H 0.00671 5.39410 2.50385
H 1.35591 6.03085 3.45365
H -0.96493 4.50911 4.61248
H -0.08288 5.82607 5.22639
H 0.18214 2.97955 5.59960
H 1.25163 4.21452 6.30151
H 2.35101 2.57201 4.39135
H 2.87598 4.19001 4.69934
C -2.07693 2.90117 -0.34814
C -2.17319 1.45394 0.11718
C -3.57719 1.12633 0.64305
N -3.72081 -0.17028 1.42246
C -2.95141 -1.28380 0.77017
C -5.18449 -0.66844 1.38883
C -5.91551 -0.03648 2.54132
C -4.81586 0.48929 3.48682
C -3.48236 -0.03142 2.89894
H -1.13441 3.09730 -0.85760
H -2.17349 3.65353 0.43671
H -2.91576 3.08450 -1.02357
H -1.43032 1.20039 0.88335
H -1.93055 0.79835 -0.72223
H -4.19001 0.99700 -0.24718
H -3.92920 1.91449 1.30574
H -1.87627 -1.09537 0.79733
H -3.27387 -1.45433 -0.25111
H -3.04007 -2.13000 1.44821
H -5.20309 -1.75154 1.48894
H -5.63255 -0.42667 0.42583
H -6.54908 -0.82051 2.94823
H -6.50148 0.82969 2.24434
H -4.90619 0.04093 4.47360
H -4.90599 1.57067 3.51746
H -3.17099 -0.96874 3.35423
H -2.67745 0.68752 3.06088
*
```

Output
Energy   -4019.6334 a.u.
Maximum force   5.25 eV/A
Highest occupied orbital energy   -20.562 eV
HOMO-LUMO gap   2.10 eV

=====

(6)
ORCA calculation (ωB97M-V/def2-TZVPD) on a molecular structure, C27H36AgN5O2P2S2.

Geometry as ORCA input:
```
! RIJCOSX wB97M-V def2-TZVPD def2/J DEFGRID3
* xyz 0 1
Ag 0.52089 0.08694 -1.09517
C -0.24403 -3.43772 0.21450
P -0.78541 -1.98679 -0.73019
C -2.28633 -1.44425 0.21827
N -2.95970 -2.36998 0.84568
C -4.11958 -2.01321 1.45935
C -4.86940 -2.99361 2.15538
C -6.05677 -2.65213 2.72870
C -6.54884 -1.32351 2.63479
C -5.83973 -0.36486 1.97612
C -4.59822 -0.69782 1.37975
N -3.86670 0.26973 0.76369
C -2.72580 -0.06556 0.22549
P -1.65446 1.31701 -0.42777
C -2.91146 2.35701 -1.23847
C -1.17842 2.23601 1.11810
C -2.34732 2.80790 1.91519
C -0.26317 3.37694 0.65412
C -0.37251 1.27515 1.99593
C -1.53896 -2.64914 -2.29482
C -0.40551 -3.37204 -3.03154
C -2.70970 -3.60567 -2.07750
C -2.00706 -1.45739 -3.12994
H -1.00311 -4.21597 0.26861
H 0.00846 -3.11396 1.22398
H 0.67444 -3.80948 -0.23735
H -4.47138 -3.99840 2.20278
H -6.63718 -3.39559 3.25853
H -7.49523 -1.07696 3.09728
H -6.18630 0.65675 1.89758
H -3.78061 2.50476 -0.59916
H -3.23106 1.88222 -2.16627
H -2.46474 3.31855 -1.49160
H -2.94335 3.50563 1.32566
H -1.94997 3.36443 2.76897
H -3.01039 2.03257 2.29577
H -0.80839 4.12880 0.07967
H 0.57176 3.02082 0.04649
H 0.14209 3.88057 1.53678
H -0.97270 0.42707 2.33506
H -0.03397 1.81394 2.88525
H 0.51747 0.88635 1.49150
H -0.12787 -4.30047 -2.53056
H 0.49115 -2.75441 -3.12107
H -0.74053 -3.62524 -4.04040
H -2.47634 -4.40280 -1.37228
H -2.97179 -4.07134 -3.03164
H -3.59415 -3.08561 -1.70947
H -1.18590 -0.77879 -3.37226
H -2.78753 -0.88336 -2.62216
H -2.43192 -1.82158 -4.06922
N 7.27976 4.64007 1.04569
C 6.35140 3.80322 0.43770
C 6.66617 3.12276 -0.73561
C 5.71983 2.32807 -1.36230
C 4.44828 2.20530 -0.82594
C 4.12541 2.87888 0.34875
C 5.06535 3.67066 0.97301
S 3.25065 1.18563 -1.61067
O 2.05535 1.99416 -1.83255
O 3.90556 0.62454 -2.76834
N 2.76064 0.11368 -0.54929
C 3.48737 -1.00589 -0.22351
S 5.18840 -1.20508 -0.49698
C 5.11799 -2.74514 0.26086
C 3.85532 -2.97732 0.68550
N 2.92564 -2.00490 0.41086
H 8.24443 4.44853 0.83067
H 7.13271 4.81729 2.02556
H 7.65784 3.21555 -1.16179
H 5.96336 1.79451 -2.27015
H 3.13663 2.77378 0.77704
H 4.80994 4.19707 1.88529
H 5.98073 -3.38307 0.34587
H 3.53852 -3.87381 1.20016
*
```

Output
Energy   -3100.8164 a.u.
ΔE to the lowest compared entry with this formula, charge and spin   13.2 kJ/mol
Maximum force   0.59 eV/A
Highest occupied orbital energy   -7.278 eV
HOMO-LUMO gap   6.51 eV